(1)
DFT (ωB97M-V with the def2-TZVPD basis set) results for 2 unconnected molecules or ions with the total composition C7H12N2O3 at a distorted geometry.

Geometry as XYZ:
```
24
Properties=species:S:1:pos:R:3:forces:R:3:nbo_charge:R:1
C -3.033461 -0.260361 0.748933 0.254 0.404 0.111 -0.733
C -1.943611 0.407789 -0.058075 -0.104 -0.337 0.148 0.623
O -2.063407 1.528880 -0.496576 0.080 -0.096 0.050 -0.552
C -0.653723 -0.371505 -0.268890 -1.249 -0.242 -0.333 -0.555
C -0.819189 -1.869796 -0.427995 0.051 -0.014 0.369 -0.061
O -1.699642 -2.087995 -1.517207 -0.077 -0.311 -0.052 -0.725
H -3.817086 0.465955 0.942293 -0.163 -0.108 -0.072 0.236
H -2.635855 -0.616863 1.701861 0.048 -0.029 -0.012 0.222
H -3.391482 -1.123145 0.196317 -0.202 -0.078 -0.065 0.244
H -0.197700 0.038809 -1.167319 -0.173 -0.207 0.278 0.264
H -0.037613 -0.176737 0.611802 -0.424 -0.025 -0.132 0.232
H 0.164788 -2.330859 -0.617222 -0.457 0.115 -0.004 0.170
H -1.220282 -2.304785 0.505423 0.062 -0.001 -0.236 0.157
H -1.802599 -3.039621 -1.634212 -0.037 0.154 -0.074 0.472
C 2.309413 -1.443023 0.334142 -0.106 -0.053 0.103 -0.665
C 1.992427 0.004999 0.359436 0.585 0.508 -0.120 0.310
N 1.667592 0.724532 -0.775597 1.117 0.832 0.351 -0.505
C 1.468853 1.906347 -0.285386 0.373 -0.419 -0.255 0.370
O 1.642847 1.984768 1.027268 -0.192 0.113 0.002 -0.279
N 1.991069 0.708624 1.451997 0.156 -0.137 -0.062 -0.159
H 2.243021 -1.795077 -0.694455 0.126 -0.078 0.160 0.239
H 1.629480 -2.006639 0.977571 0.006 0.070 -0.138 0.234
H 3.299072 -1.598807 0.734432 0.404 -0.106 -0.040 0.246
H 1.192986 2.803754 -0.812171 -0.076 0.046 0.025 0.214
```
Forces are in eV/Å.

Results
* Kohn-Sham gap: 10.01 eV
* SMILES: CC(=O)CCO.Cc1ncon1
* multiplicity: 1
* E_tot: -16574.2828 eV

(2)
DFT (ωB97M-V with the def2-TZVPD basis set) results for 2 unconnected molecules or ions with the total composition C4H6O2 at a distorted geometry.

Geometry as XYZ:
```
12
Properties=species:S:1:pos:R:3:forces:R:3:nbo_charge:R:1
O -1.425792 2.135388 1.311161 0.171 -0.620 -0.062 -0.521
C -1.300864 0.984692 1.445748 -0.530 -0.097 0.804 1.042
O -1.263290 -0.153708 1.703106 -0.098 0.778 -0.152 -0.532
C -0.038751 0.886474 -0.908169 0.373 -0.094 -0.246 -0.452
C 0.742922 0.048244 -0.236851 -0.151 0.250 -0.124 -0.158
C 0.561507 -1.427314 -0.215072 0.092 0.021 -0.207 -0.651
H -0.905185 0.522350 -1.459039 -0.019 0.094 0.281 0.197
H 0.200310 1.935270 -0.992102 0.016 0.077 -0.072 0.210
H 1.707742 0.362956 0.161690 -0.314 0.331 0.210 0.200
H 1.334955 -1.608783 -0.951787 0.189 -1.308 -0.231 0.225
H 0.804333 -1.938021 0.726327 -0.006 0.353 -0.261 0.225
H -0.410956 -1.776092 -0.584244 0.278 0.214 0.060 0.216
```
Forces are in eV/Å.

Results
* Kohn-Sham gap: 10.55 eV
* SMILES: O=C=O.C=CC
* multiplicity: 1
* E_tot: -8339.9444 eV

(3)
DFT (ωB97M-V with the def2-TZVPD basis set) results for C4H4N4 in the gas phase at a distorted geometry.

Geometry as XYZ:
```
12
Properties=species:S:1:pos:R:3:forces:R:3:nbo_charge:R:1
H 1.467251 2.372914 0.424461 -0.446 -0.742 -0.304 0.362
N 0.731133 1.805220 0.874822 -1.526 0.179 -1.092 -0.587
C -0.134385 1.213426 0.126599 3.798 1.810 0.318 0.304
C -1.121975 0.355737 0.580375 -3.123 -4.735 2.410 -0.252
C -0.726639 -1.028373 0.760444 -1.552 2.220 -1.220 0.034
N 0.318829 -1.717050 0.225468 -0.221 2.957 -1.562 -0.403
C 0.947294 -1.073436 -0.797803 2.156 -3.902 -1.036 0.173
N 0.730178 -0.020792 -1.620359 -2.734 1.059 0.975 -0.187
N -0.069267 0.948899 -1.297901 1.231 -0.022 0.259 -0.107
H -2.231772 0.538478 0.980370 2.788 0.220 -1.189 0.266
H -1.534580 -1.606670 1.194017 0.445 -0.391 0.396 0.203
H 1.623934 -1.788352 -1.450494 -0.816 1.348 2.044 0.195
```
Forces are in eV/Å.

Results
* Kohn-Sham gap: 8.55 eV
* SMILES: [H]/N=c1/ccncnn1
* multiplicity: 1
* E_tot: -10168.4225 eV

(4)
DFT (ωB97M-V with the def2-TZVPD basis set) results for C4H8ClP in the gas phase at a distorted geometry.

Geometry as XYZ:
```
14
Properties=species:S:1:pos:R:3:forces:R:3:nbo_charge:R:1
C 2.332132 -0.599952 0.722750 1.010 4.423 -2.596 -0.644
C 1.079112 -0.117787 0.107341 -2.278 -0.842 -0.958 -0.003
Cl 1.250764 1.534699 -0.328934 -0.213 1.077 -0.502 -0.024
C -0.078825 -0.752154 -0.212458 1.479 1.985 0.752 -0.236
C -1.268001 -0.056429 -0.790622 -1.146 -0.673 1.311 -0.668
P -2.462373 0.713860 0.535514 3.491 0.184 1.739 0.291
H 2.177718 -1.366822 1.335742 -0.461 -3.109 2.755 0.215
H 2.946229 -0.929581 -0.157637 0.182 0.559 1.129 0.231
H 2.667715 0.401606 1.234783 0.367 -2.565 -0.639 0.236
H -0.149963 -1.743237 0.140954 -0.252 -1.140 0.177 0.211
H -1.028767 0.559387 -1.608157 0.479 1.270 -0.702 0.236
H -1.980599 -0.749358 -1.226145 0.054 -0.604 0.013 0.227
H -3.389769 0.961237 -0.322274 -2.766 0.592 -2.401 -0.058
H -2.095379 2.144531 0.569149 0.053 -1.158 -0.079 -0.014
```
Forces are in eV/Å.

Results
* Kohn-Sham gap: 9.80 eV
* SMILES: C/C(Cl)=C/CP
* multiplicity: 1
* E_tot: -26087.0043 eV

(5)
DFT (ωB97M-V with the def2-TZVPD basis set) results for 2 unconnected molecules or ions with the total composition CH4FP at a distorted geometry.

Geometry as XYZ:
```
7
Properties=species:S:1:pos:R:3:forces:R:3:nbo_charge:R:1
C 0.085606 -0.729688 -0.197438 -2.217 -1.245 -0.351 -1.091
F 2.708421 -0.570098 -0.128051 -0.126 0.139 -0.010 -0.585
P 1.467073 0.443787 -0.353086 -0.035 -0.647 0.051 0.930
H -0.852005 -0.177808 -0.428158 0.595 0.196 -0.301 0.246
H -0.227450 -1.084537 0.799337 0.922 0.152 0.158 0.248
H -0.037971 -1.674305 -0.834714 0.885 1.364 0.482 0.253
H -0.938305 2.427966 -1.421616 -0.024 0.041 -0.027 0.000
```
Forces are in eV/Å.

Results
* Kohn-Sham gap (alpha / beta): 9.84 / 8.06 eV
* multiplicity: 1
* E_tot: -13104.6244 eV

(6)
DFT (ωB97M-V with the def2-TZVPD basis set) results for a molecular structure, C4H5BS at a distorted geometry.

Geometry as XYZ:
```
11
Properties=species:S:1:pos:R:3:forces:R:3:nbo_charge:R:1
B 2.032523 0.190394 0.748239 2.065 5.798 4.897 0.071
C -1.499242 0.458987 -0.633081 -0.102 0.407 -0.682 -0.234
C -0.179241 0.691425 -0.514350 0.164 1.593 1.295 -0.342
C -1.060655 -1.683585 0.055073 -2.921 -1.932 -0.741 -0.210
C -1.937271 -0.902664 -0.420075 2.521 0.235 1.028 -0.105
S 0.962228 -0.574420 -0.156712 -3.828 -4.373 -5.987 0.199
H 3.040960 0.767408 0.557461 0.956 -1.157 0.123 -0.021
H 1.293149 0.738285 1.571979 1.229 0.168 0.137 -0.056
H -2.100883 1.316329 -0.937984 -0.150 -0.423 0.159 0.232
H 0.224162 1.712318 -0.441151 -0.226 -0.548 -0.511 0.234
H -0.775729 -2.714476 0.170600 0.292 0.233 0.282 0.233
```
Forces are in eV/Å.

Results
* Kohn-Sham gap: 7.77 eV
* multiplicity: 1
* E_tot: -15734.2525 eV

Q: Number 5 is which compound?
A: CH4FP

Q: What is the formula in the third record?
A: C4H4N4